Version A
2 unconnected molecules or ions with the total composition C3H2O2S, computed with wB97M-V/def2-TZVPD.

Properties
- net charge = 0
- SMILES = C=C=O.O=C=S
- spin multiplicity = 1
- HOMO-LUMO gap (Eh) = 0.3675

XYZ file:
```
8
Properties=species:S:1:pos:R:3:lowdin_charge:R:1
C -0.408 0.246 -0.273 0.020
C -1.556 0.756 -0.226 -0.321
O -2.520 1.338 -0.263 0.212
H -0.276 -0.660 0.143 0.002
H 0.275 0.871 -0.778 0.075
O 1.154 -0.602 2.939 0.100
C 0.171 -1.226 2.862 -0.897
S -1.097 -2.092 2.781 0.809
```

Version B
A single C3H2O2S molecule, computed with wB97M-V/def2-TZVPD.

Properties
- net charge = 0
- SMILES = O=CC(=S)C=O
- spin multiplicity = 1
- HOMO-LUMO gap (Eh) = 0.2577

XYZ file:
```
8
Properties=species:S:1:pos:R:3:lowdin_charge:R:1
O 1.305 1.232 0.273 0.006
C 0.111 1.246 -0.133 -0.241
C -0.596 -0.102 -0.152 -0.691
S -2.236 -0.032 0.077 0.785
C 0.300 -1.284 -0.001 -0.195
O 1.562 -1.001 -0.077 0.002
H -0.335 2.286 -0.503 0.157
H -0.111 -2.344 0.517 0.178
```

Most stable structure: version A

Version A
A single C19H32N4O2 molecule, computed with wB97M-V/def2-TZVPD.

Properties
- net charge = 0
- SMILES = CC(C)(CO)CN1CCC(n2nccc2NC(=O)C2CCCC2)CC1
- spin multiplicity = 1
- HOMO-LUMO gap (Eh) = 0.3318

XYZ file:
```
57
Properties=species:S:1:pos:R:3:lowdin_charge:R:1
C -3.290 -1.605 -0.842 -0.052
C -3.263 -0.110 -0.512 -0.520
C -3.781 0.686 -1.709 -0.039
C -4.172 0.148 0.706 -0.232
O -4.339 1.505 1.009 -0.071
C -1.805 0.270 -0.167 -0.143
N -1.663 1.640 0.316 -0.186
C -0.884 1.764 1.532 -0.171
C 0.606 1.418 1.335 -0.089
C 1.041 1.802 -0.090 -0.256
N 2.463 2.053 -0.133 -0.051
N 2.935 3.294 -0.199 0.082
C 4.249 3.203 -0.142 -0.149
C 4.654 1.870 -0.029 -0.013
C 3.470 1.154 -0.032 -0.236
N 3.311 -0.228 0.116 0.163
C 2.508 -1.055 -0.615 -0.433
O 1.777 -0.664 -1.498 0.079
C 2.614 -2.512 -0.178 -0.218
C 2.185 -2.678 1.302 -0.141
C 0.980 -3.626 1.283 -0.182
C 0.404 -3.468 -0.120 -0.184
C 1.654 -3.391 -0.990 -0.147
C 0.250 3.021 -0.548 -0.118
C -1.233 2.625 -0.674 -0.156
H -2.617 -1.822 -1.669 0.085
H -2.981 -2.198 0.018 0.079
H -4.293 -1.914 -1.125 0.084
H -4.772 0.334 -1.986 0.088
H -3.122 0.564 -2.566 0.085
H -3.855 1.741 -1.462 0.078
H -5.174 -0.247 0.509 0.126
H -3.762 -0.391 1.577 0.123
H -3.453 1.904 0.949 0.057
H -1.470 -0.411 0.621 0.123
H -1.181 0.079 -1.049 0.128
H -1.321 1.124 2.302 0.125
H -0.979 2.799 1.869 0.127
H 0.774 0.352 1.498 0.092
H 1.206 1.970 2.061 0.126
H 0.837 0.977 -0.779 0.116
H 4.856 4.085 -0.185 0.097
H 5.649 1.481 0.037 0.093
H 4.003 -0.662 0.709 0.156
H 3.653 -2.823 -0.325 0.146
H 1.895 -1.713 1.723 0.096
H 2.994 -3.075 1.914 0.110
H 1.312 -4.655 1.427 0.111
H 0.259 -3.389 2.065 0.107
H -0.154 -2.534 -0.198 0.096
H -0.253 -4.290 -0.401 0.112
H 2.079 -4.385 -1.129 0.118
H 1.455 -2.951 -1.965 0.111
H 0.388 3.828 0.171 0.112
H 0.626 3.368 -1.509 0.119
H -1.417 2.217 -1.668 0.116
H -1.854 3.521 -0.558 0.124
```

Version B
A single C19H32N4O2 molecule, computed with wB97M-V/def2-TZVPD.

Properties
- net charge = 0
- SMILES = CC(C)(CO)CN1CCC(n2nccc2NC(=O)C2CCCC2)CC1
- spin multiplicity = 1
- HOMO-LUMO gap (Eh) = 0.3263

XYZ file:
```
57
Properties=species:S:1:pos:R:3:lowdin_charge:R:1
C -3.124 -2.297 -0.423 -0.050
C -3.393 -0.791 -0.350 -0.523
C -4.043 -0.323 -1.652 -0.040
C -4.347 -0.510 0.828 -0.230
O -4.811 0.811 0.876 -0.067
C -2.039 -0.083 -0.113 -0.148
N -2.171 1.347 0.151 -0.183
C -1.775 2.212 -0.944 -0.164
C -0.252 2.304 -1.131 -0.103
C 0.400 2.745 0.183 -0.262
N 1.837 2.859 0.086 -0.077
N 2.384 4.072 0.244 0.067
C 3.686 3.909 0.147 -0.152
C 4.016 2.568 -0.080 -0.003
C 2.798 1.919 -0.114 -0.224
N 2.500 0.579 -0.316 0.165
C 3.405 -0.449 -0.317 -0.427
O 4.589 -0.297 -0.143 0.099
C 2.731 -1.795 -0.572 -0.215
C 3.730 -2.961 -0.471 -0.143
C 3.304 -3.761 0.761 -0.185
C 1.791 -3.573 0.796 -0.192
C 1.625 -2.091 0.466 -0.159
C -0.036 1.841 1.341 -0.101
C -1.569 1.796 1.394 -0.171
H -2.701 -2.662 0.511 0.083
H -4.048 -2.838 -0.611 0.085
H -2.428 -2.522 -1.229 0.084
H -4.328 0.723 -1.579 0.078
H -4.943 -0.903 -1.844 0.089
H -3.364 -0.453 -2.492 0.085
H -5.236 -1.141 0.739 0.128
H -3.838 -0.774 1.770 0.124
H -4.038 1.381 0.735 0.059
H -1.562 -0.565 0.746 0.121
H -1.404 -0.267 -0.989 0.122
H -2.169 3.211 -0.732 0.131
H -2.239 1.853 -1.863 0.117
H -0.021 3.026 -1.915 0.127
H 0.131 1.334 -1.455 0.098
H 0.069 3.768 0.402 0.152
H 4.344 4.749 0.240 0.097
H 4.981 2.125 -0.197 0.091
H 1.529 0.346 -0.454 0.106
H 2.303 -1.750 -1.579 0.149
H 4.746 -2.578 -0.379 0.106
H 3.676 -3.584 -1.363 0.114
H 3.597 -4.807 0.697 0.108
H 3.749 -3.331 1.659 0.116
H 1.351 -3.834 1.758 0.108
H 1.321 -4.183 0.023 0.114
H 0.625 -1.868 0.090 0.094
H 1.798 -1.500 1.370 0.121
H 0.352 0.828 1.215 0.094
H 0.357 2.234 2.280 0.128
H -1.947 2.803 1.597 0.130
H -1.898 1.143 2.204 0.126
```

Most stable structure: version B

Version A
A single C4H10BN molecule, computed with wB97M-V/def2-TZVPD.

Properties
- net charge = 0
- spin multiplicity = 1
- HOMO-LUMO gap (alpha / beta) (Eh) = 0.3075 / 0.3304

XYZ file:
```
16
Properties=species:S:1:pos:R:3:lowdin_charge:R:1
B 1.651 0.840 0.136 -0.367
C 2.257 -0.591 -0.103 0.080
C -0.478 -1.339 0.111 0.077
C -0.825 0.049 0.470 -0.476
C -1.988 0.417 -0.293 -0.087
N 0.275 1.007 0.161 0.079
H 2.314 1.820 0.116 0.058
H 1.951 -1.081 -1.058 0.036
H 2.958 -1.041 0.579 0.014
H -0.086 -1.404 -0.963 0.093
H -0.052 -1.955 0.798 0.021
H -1.042 0.009 1.514 0.130
H -1.714 0.383 -1.274 0.061
H -2.506 1.300 0.037 0.093
H -2.670 -0.384 -0.353 0.075
H -0.043 1.972 0.123 0.112
```

Version B
A single C4H10BN molecule, computed with wB97M-V/def2-TZVPD.

Properties
- net charge = 0
- spin multiplicity = 1
- HOMO-LUMO gap (Eh) = 0.3434

XYZ file:
```
16
Properties=species:S:1:pos:R:3:lowdin_charge:R:1
B -0.313 -0.989 1.411 -0.316
C -1.017 0.474 1.619 0.109
C 0.433 1.371 0.063 0.069
C 0.744 0.011 -0.579 -0.483
C -0.078 -0.297 -1.756 -0.068
N 0.503 -1.042 0.335 0.033
H -0.577 -1.957 1.912 0.044
H -1.983 0.387 1.222 0.013
H -0.983 1.114 2.398 -0.016
H 0.145 2.166 -0.494 0.022
H 1.121 1.773 0.734 0.040
H 1.807 0.036 -0.694 0.129
H 0.477 -0.249 -2.736 0.092
H -0.997 0.374 -1.835 0.110
H -0.400 -1.325 -1.696 0.070
H 1.116 -1.848 0.097 0.152
```

Most stable structure: version B

Version A
2 unconnected molecules or ions with the total composition C7H16, computed with wB97M-V/def2-TZVPD.

Properties
- net charge = 0
- SMILES = CCCCC.C=C
- spin multiplicity = 1
- HOMO-LUMO gap (Eh) = 0.4087

XYZ file:
```
23
Properties=species:S:1:pos:R:3:lowdin_charge:R:1
C 1.511 -1.918 -1.083 -0.155
C 1.570 -1.035 0.191 -0.265
C 1.153 0.475 -0.236 -0.255
C 0.729 1.500 0.764 -0.315
C -0.145 2.683 0.080 -0.142
H 0.342 -2.049 -1.398 0.086
H 1.999 -1.202 -1.952 0.131
H 2.040 -2.781 -0.786 0.032
H 2.741 -0.944 0.228 0.115
H 1.069 -1.422 1.161 0.128
H 1.758 0.963 -0.869 0.062
H 0.239 0.079 -0.792 0.092
H 1.642 1.972 1.154 0.098
H 0.166 1.218 1.643 0.081
H -0.827 2.304 -0.834 0.091
H -0.635 3.016 1.115 0.082
H 0.667 3.660 -0.189 0.125
C -2.618 -0.277 0.357 -0.065
C -2.400 -1.597 0.010 -0.068
H -1.918 0.576 0.061 0.038
H -3.482 -0.126 0.912 0.006
H -1.483 -1.945 -0.558 0.024
H -3.117 -2.300 0.608 0.076
```

Version B
A single C7H16 molecule, computed with wB97M-V/def2-TZVPD.

Properties
- net charge = 0
- SMILES = CC[C@@H](C)C(C)C
- spin multiplicity = 1
- HOMO-LUMO gap (Eh) = 0.4335

XYZ file:
```
23
Properties=species:S:1:pos:R:3:lowdin_charge:R:1
C 2.256 0.245 -0.930 -0.103
C 1.600 0.040 0.437 -0.246
C 0.223 -0.651 0.429 -0.377
C -0.293 -0.758 1.865 -0.074
C -0.770 -0.022 -0.574 -0.408
C -0.825 1.519 -0.593 -0.066
C -2.168 -0.638 -0.552 -0.087
H 2.296 -0.692 -1.499 0.078
H 3.283 0.608 -0.812 0.071
H 1.719 0.983 -1.536 0.061
H 2.267 -0.564 1.065 0.109
H 1.518 1.011 0.947 0.103
H 0.376 -1.675 0.054 0.138
H 0.445 -1.284 2.485 0.078
H -0.454 0.233 2.309 0.086
H -1.232 -1.318 1.924 0.068
H -0.367 -0.302 -1.560 0.121
H -0.468 1.760 -1.591 0.067
H -1.834 1.938 -0.490 0.075
H -0.172 2.026 0.127 0.072
H -2.782 -0.160 -1.327 0.078
H -2.110 -1.709 -0.776 0.081
H -2.689 -0.505 0.404 0.074
```

Most stable structure: version B

Version A
A single C3H5Cl2F molecule, computed with wB97M-V/def2-TZVPD.

Properties
- net charge = 0
- SMILES = C[C@](F)(Cl)CCl
- spin multiplicity = 1
- HOMO-LUMO gap (Eh) = 0.4324

XYZ file:
```
11
Properties=species:S:1:pos:R:3:lowdin_charge:R:1
C 0.048 1.334 0.492 -0.062
C 0.335 -0.190 0.336 -0.965
F -0.133 -0.760 1.463 -0.061
Cl 2.089 -0.501 0.216 0.663
C -0.424 -0.944 -0.821 -0.558
Cl -0.602 -2.689 -0.462 0.576
H -1.025 1.469 0.626 0.084
H 0.703 1.754 1.273 0.087
H 0.337 1.823 -0.432 0.076
H 0.092 -0.899 -1.763 0.053
H -1.420 -0.396 -0.927 0.106
```

Version B
A single C3H5Cl2F molecule, computed with wB97M-V/def2-TZVPD.

Properties
- net charge = 0
- SMILES = F[C@@H](Cl)CCCl
- spin multiplicity = 1
- HOMO-LUMO gap (Eh) = 0.4241

XYZ file:
```
11
Properties=species:S:1:pos:R:3:lowdin_charge:R:1
F -2.252 0.463 0.740 -0.090
C -1.112 0.518 0.000 -0.683
Cl -0.198 1.728 0.951 0.617
C -0.737 -0.993 -0.098 -0.201
C 0.726 -1.530 0.001 -0.568
Cl 1.867 -0.905 -1.268 0.482
H -1.242 1.132 -0.914 0.101
H -1.041 -1.407 -1.001 0.082
H -1.104 -1.686 0.652 0.116
H 0.672 -2.616 -0.336 0.080
H 1.340 -1.550 0.902 0.064
```

Most stable structure: version A

Version A
2 unconnected molecules or ions with the total composition C4H14N2O, computed with wB97M-V/def2-TZVPD.

Properties
- net charge = -1
- <S²> = 0.75
- spin multiplicity = 2
- HOMO-LUMO gap (alpha / beta) (Eh) = 0.1001 / 0.3129

XYZ file:
```
21
Properties=species:S:1:pos:R:3:lowdin_spin:R:1
C -1.478 -0.701 1.611 0.041
C -0.004 -0.572 1.340 0.016
C 0.802 0.272 2.271 0.061
N 0.073 -0.156 -0.038 0.020
C 0.267 -0.995 -1.278 0.203
N -0.385 -0.401 -2.546 0.092
H -1.747 -1.393 2.492 0.007
H -1.967 0.279 1.598 0.008
H -1.821 -1.208 0.557 0.012
H 0.524 -1.520 1.531 0.005
H 0.723 -0.137 3.298 0.007
H 1.811 0.133 1.926 0.018
H 0.670 1.372 2.186 0.014
H -0.702 0.434 -0.301 0.012
H 1.360 -1.226 -1.535 0.078
H -0.160 -2.018 -0.980 0.024
H -0.447 -1.203 -3.183 0.067
H 0.193 0.307 -3.086 0.076
H 0.180 3.015 -1.470 0.036
H 1.334 2.455 -2.167 0.076
O 0.774 3.264 -2.223 0.125
```

Version B
2 unconnected molecules or ions with the total composition C4H14N2O, computed with wB97M-V/def2-TZVPD.

Properties
- net charge = -1
- <S²> = 0.75
- spin multiplicity = 2
- HOMO-LUMO gap (alpha / beta) (Eh) = 0.0858 / 0.3382

XYZ file:
```
21
Properties=species:S:1:pos:R:3:lowdin_spin:R:1
C 0.226 0.684 0.974 0.027
C 0.219 -0.679 0.177 0.074
C 1.751 -1.033 -0.043 0.063
N 2.591 -0.584 1.030 0.009
C -1.110 1.447 1.031 0.047
N -2.179 1.503 0.040 0.052
H 0.344 0.197 2.037 0.003
H 1.016 1.436 0.876 0.006
H -0.104 -1.545 0.731 0.013
H -0.391 -0.388 -0.733 0.032
H 1.866 -2.166 -0.144 0.009
H 2.160 -0.739 -0.989 0.014
H 3.337 0.008 0.683 0.008
H 2.962 -1.392 1.618 0.008
H -0.665 2.538 1.023 0.008
H -1.426 1.223 2.039 0.003
H -1.757 1.302 -0.828 0.055
H -2.519 2.439 0.006 0.021
H -2.143 -2.176 -3.413 0.096
H -2.432 -0.732 -3.007 0.099
O -1.746 -1.341 -3.108 0.353
```

Version C
2 unconnected molecules or ions with the total composition C4H14N2O, computed with wB97M-V/def2-TZVPD.

Properties
- net charge = -1
- <S²> = 0.75
- spin multiplicity = 2
- HOMO-LUMO gap (alpha / beta) (Eh) = 0.0978 / 0.3482

XYZ file:
```
21
Properties=species:S:1:pos:R:3:lowdin_spin:R:1
C -1.415 1.700 -0.696 0.031
C -1.080 1.252 0.742 0.027
C -0.072 0.115 0.919 0.100
C -0.561 -1.262 0.478 0.069
N -1.691 -1.769 1.239 0.008
N -0.407 1.577 -1.768 0.047
H -2.298 1.156 -1.043 0.003
H -1.725 2.744 -0.650 0.007
H -0.637 2.100 1.275 0.016
H -2.037 1.019 1.221 0.001
H 0.324 0.111 1.943 0.024
H 0.828 0.384 0.346 0.063
H -0.836 -1.221 -0.579 0.016
H 0.311 -1.912 0.590 0.039
H -2.574 -1.667 0.775 0.002
H -1.777 -1.391 2.168 0.003
H 0.015 2.482 -1.908 0.031
H 0.373 1.001 -1.447 0.066
H 3.781 -0.691 -0.792 0.112
H 4.187 -2.144 -1.224 0.076
O 4.449 -1.400 -0.671 0.259
```

Most stable structure: version C

Version A
A single C5H4 molecule, computed with wB97M-V/def2-TZVPD.

Properties
- net charge = 0
- spin multiplicity = 1
- HOMO-LUMO gap (Eh) = 0.2611

XYZ file:
```
9
Properties=species:S:1:pos:R:3:lowdin_charge:R:1
C -0.697 -0.310 -0.027 -0.307
C -1.458 -1.429 -0.506 0.164
C -0.103 0.820 0.014 -0.027
C 0.699 1.829 -0.291 0.010
C -0.304 -1.678 0.372 -0.164
H 0.829 2.730 0.319 0.058
H 0.998 1.863 -1.343 0.071
H 0.693 -1.894 0.109 0.095
H -0.656 -1.931 1.352 0.101
```

Version B
A single C5H4 molecule, computed with wB97M-V/def2-TZVPD.

Properties
- net charge = 0
- spin multiplicity = 1
- HOMO-LUMO gap (alpha / beta) (Eh) = 0.2491 / 0.2512

XYZ file:
```
9
Properties=species:S:1:pos:R:3:lowdin_charge:R:1
C 2.649 0.305 -0.013 0.152
C 1.480 -0.167 -0.176 -0.150
C -1.026 -0.783 0.080 -0.217
C 0.305 -0.652 0.127 -0.038
C -1.560 0.411 -0.030 0.004
H 3.431 0.821 -0.340 -0.030
H -1.566 -1.794 0.221 0.146
H -1.075 1.347 -0.044 0.064
H -2.637 0.512 0.174 0.069
```

Version C
2 unconnected molecules or ions with the total composition C5H4, computed with wB97M-V/def2-TZVPD.

Properties
- net charge = 0
- spin multiplicity = 1
- HOMO-LUMO gap (alpha / beta) (Eh) = 0.2975 / 0.2935

XYZ file:
```
9
Properties=species:S:1:pos:R:3:lowdin_charge:R:1
C -2.654 0.446 0.046 -0.087
C 2.137 0.961 0.029 0.182
C -1.595 -0.055 0.005 -0.046
C 1.450 -0.026 0.000 -0.237
C 0.609 -1.086 0.036 0.035
H -3.484 0.988 -0.050 -0.051
H 2.943 1.614 0.027 0.029
H 0.462 -1.406 -1.045 0.110
H 0.131 -1.436 0.951 0.066
```

Version D
A molecular structure, C5H4, computed with wB97M-V/def2-TZVPD.

Properties
- net charge = 0
- spin multiplicity = 1
- HOMO-LUMO gap (Eh) = 0.3820

XYZ file:
```
9
Properties=species:S:1:pos:R:3:lowdin_charge:R:1
C -1.874 -0.251 0.000 -0.089
C -0.444 0.025 0.008 -0.054
C 0.737 0.263 0.007 -0.044
C 2.109 0.496 0.001 -0.249
C 3.329 0.847 -0.014 0.091
H -2.150 -0.902 0.835 0.084
H -2.169 -0.737 -0.935 0.084
H -2.430 0.686 0.093 0.086
H 2.893 -0.427 0.005 0.092
```

Most stable structure: version D

Version A
2 unconnected molecules or ions with the total composition ClH2NS, computed with wB97M-V/def2-TZVPD.

Properties
- net charge = 0
- SMILES = N=S.Cl
- spin multiplicity = 1
- HOMO-LUMO gap (alpha / beta) (Eh) = 0.2724 / 0.2723

XYZ file:
```
5
Properties=species:S:1:pos:R:3:lowdin_charge:R:1
N 1.648 0.424 -0.160 -0.461
S 0.640 1.624 0.007 0.568
H 2.484 0.689 0.254 -0.097
Cl -2.692 0.677 0.079 0.199
H -2.301 0.326 -1.131 -0.208
```

Version B
2 unconnected molecules or ions with the total composition ClH2NS, computed with wB97M-V/def2-TZVPD.

Properties
- net charge = 0
- SMILES = N=S.Cl
- spin multiplicity = 1
- HOMO-LUMO gap (alpha / beta) (Eh) = 0.2722 / 0.2723

XYZ file:
```
5
Properties=species:S:1:pos:R:3:lowdin_charge:R:1
N -0.678 0.294 0.067 -0.580
S -1.997 -0.385 0.165 0.681
H -0.683 0.950 -0.689 -0.031
Cl 2.279 -0.535 -0.058 0.186
H 1.079 -0.324 0.515 -0.256
```

Most stable structure: version B